Entry 1:
10
Properties=species:S:1:pos:R:3 method="wB97M-V/def2-TZVPD" homo_energy_ev=-11.130 total_energy_ha=-444.48414 de_lowest_kj_mol=175.7 lumo_energy_ev=1.1
C 3.1553 -0.7620 0.4451
C 0.8496 1.5314 -0.0766
O 3.7046 0.0329 -0.1177
Si -0.3533 0.1401 -0.1291
H 1.6698 1.4868 -0.7550
H 1.3659 1.5411 1.0054
H 0.3379 2.5565 -0.1204
H -0.5778 -0.5083 1.0501
H -1.6743 0.4398 -0.7880
H 0.4014 -0.9021 -0.8986

***

Entry 2:
98
Properties=species:S:1:pos:R:3 method="wB97M-V/def2-TZVPD" homo_energy_ev="-12.897 / -12.931" total_energy_ha=-3266.97359 s2=0.7567 total_charge=+2 de_lowest_kj_mol=299.9 spin_multiplicity=2 lumo_energy_ev="-6.4 / -6.3"
Ti -0.4171 -0.0453 -1.0888
C 0.5322 2.7579 -2.6040
C -0.1907 4.1196 -2.5409
C -0.4267 4.7730 -1.1728
C -0.4233 6.1592 -0.9248
C -0.8481 6.6275 0.3152
C -1.3950 5.7365 1.2080
C -1.3496 4.3941 0.8837
N -0.8827 3.9342 -0.2340
N -0.2491 1.4429 -2.8321
C -1.6633 1.5455 -3.2943
C -2.6353 1.6452 -2.1887
C -3.7774 2.3683 -2.2962
C -4.7819 2.2187 -1.2951
C -4.4642 1.4178 -0.2092
C -3.2008 0.7652 -0.1306
N -2.2646 0.9848 -1.0320
C 0.4300 0.3928 -3.6955
C -0.0507 -1.0280 -3.3990
C 0.3761 -2.1586 -4.1238
C -0.4038 -3.3431 -4.1180
C -1.5884 -3.3229 -3.4145
C -1.9045 -2.2640 -2.5523
N -1.0705 -1.2033 -2.4799
H 1.1382 2.5630 -1.7298
H 1.1910 2.7304 -3.4828
H -1.1957 4.0322 -3.0142
H 0.3388 4.7906 -3.2200
H -0.1436 6.8279 -1.7432
H -0.7116 7.6758 0.6507
H -1.8399 6.0903 2.1587
H -1.7343 3.6236 1.5689
H -1.7739 0.6993 -3.9749
H -1.8365 2.4241 -3.9588
H -4.0501 2.8098 -3.2594
H -5.7619 2.6665 -1.3869
H -5.1423 1.3285 0.6136
H -2.9856 0.1764 0.7484
H 1.5328 0.3972 -3.5563
H 0.2911 0.6103 -4.8112
H 1.2935 -2.0600 -4.6612
H -0.0417 -4.2354 -4.5816
H -2.3167 -4.1451 -3.4413
H -2.7851 -2.1952 -1.9834
C 2.8233 3.2556 0.8479
C 2.8511 1.8291 0.3398
C 4.0879 1.2984 -0.0566
C 4.2814 -0.0808 -0.2834
C 5.6866 -0.5731 -0.6381
C 3.1488 -0.8622 -0.3293
C 1.8777 -0.3821 0.0445
C 1.7388 1.0168 0.3102
N 0.7209 -1.1488 0.0327
C 0.6461 -2.4283 0.7152
C 1.0380 -3.6247 -0.2004
C 0.8646 -4.9617 0.5675
C -0.6239 -5.1186 1.0527
C -0.9543 -3.9300 1.9591
C -0.0078 -3.9480 3.1658
C 1.4195 -3.7841 2.7098
C 1.8107 -4.9220 1.7897
C 1.5784 -2.4668 1.9778
C -0.8133 -2.6253 1.1805
H 3.8741 3.5752 0.8596
H 2.3371 3.3328 1.8356
H 2.2935 3.9471 0.1552
H 4.9611 1.9658 -0.0612
H 6.4145 0.1060 -0.1887
H 5.8844 -0.5344 -1.7417
H 5.8626 -1.6128 -0.3804
H 3.2216 -1.8802 -0.7077
H 0.7754 1.4404 0.5813
H 2.1016 -3.4938 -0.4911
H 0.4552 -3.5873 -1.1372
H 1.1194 -5.8138 -0.0489
H -0.7243 -6.0859 1.5999
H -1.3197 -5.1917 0.2182
H -1.9687 -4.1136 2.3099
H -0.0631 -4.9016 3.6778
H -0.2957 -3.2069 3.9432
H 2.1160 -3.7420 3.5695
H 1.7936 -5.8338 2.3708
H 2.8317 -4.7794 1.4331
H 2.6278 -2.3213 1.7056
H 1.2858 -1.6598 2.6418
H -1.1116 -1.8180 1.8618
H -1.4899 -2.6244 0.3117
Cl 1.1787 1.9365 4.8232
C -0.3526 1.2328 4.4331
C -1.0451 0.4023 5.3039
C -2.3113 -0.1239 4.9445
C -2.7188 0.1329 3.6271
N -2.0741 1.0275 2.8315
C -0.9742 1.6005 3.2424
H -0.6280 0.1047 6.2805
H -2.9837 -0.6985 5.5959
H -3.6493 -0.2756 3.1722
H -0.4153 2.2222 2.5262

***

Entry 3:
55
Properties=species:S:1:pos:R:3 method="wB97M-V/def2-TZVPD" homo_energy_ev=-8.101 total_energy_ha=-1550.42110 smiles="CC(C)c1ccccc1OCC(=O)NC[C@@H](c1cccs1)N1CCOCC1" de_lowest_kj_mol=216.5 lumo_energy_ev=0.5
C 1.9131 -5.1202 -2.2880
C 1.8572 -3.7445 -1.6210
C 3.0865 -3.5199 -0.7376
C 1.7350 -2.6506 -2.6562
C 2.7161 -2.4605 -3.6161
C 2.6134 -1.4612 -4.5681
C 1.5127 -0.6267 -4.5627
C 0.5184 -0.7914 -3.6135
C 0.6201 -1.8007 -2.6650
O -0.3260 -2.0252 -1.6909
C -1.5270 -1.2962 -1.7418
C -1.3875 0.1784 -1.3530
O -2.2045 1.0115 -1.6867
N -0.2860 0.4424 -0.6279
C -0.0520 1.7273 -0.0281
C -0.1379 1.6550 1.5139
C -0.0720 3.0433 2.0897
C -0.7496 4.1680 1.7274
C -0.4363 5.2897 2.5288
C 0.4809 5.0088 3.4869
S 0.9844 3.3667 3.4299
N -1.2688 0.8332 1.9048
C -2.6188 1.2899 1.6244
C -3.2429 2.0955 2.7721
O -3.1839 1.3847 3.9918
C -1.8491 1.0660 4.3159
C -1.2090 0.2121 3.2141
H 1.9351 -5.9022 -1.5321
H 2.8013 -5.2174 -2.9073
H 1.0384 -5.2712 -2.9165
H 0.9670 -3.7084 -0.9877
H 4.0007 -3.5810 -1.3227
H 3.0460 -2.5389 -0.2688
H 3.1292 -4.2751 0.0443
H 3.5796 -3.1083 -3.6225
H 3.3901 -1.3351 -5.3070
H 1.4195 0.1608 -5.2953
H -0.3268 -0.1212 -3.6177
H -2.1833 -1.7690 -1.0033
H -2.0096 -1.3666 -2.7238
H 0.2789 -0.3355 -0.3209
H 0.9377 2.1013 -0.3093
H -0.8083 2.3995 -0.4356
H 0.7474 1.1083 1.8662
H -1.4571 4.2070 0.9187
H -0.8781 6.2603 2.3920
H 0.8979 5.6606 4.2283
H -2.6364 1.8697 0.7041
H -3.2273 0.3905 1.4699
H -4.3017 2.2724 2.5761
H -2.7315 3.0623 2.8874
H -1.8869 0.5126 5.2559
H -1.2701 1.9901 4.4663
H -0.1721 -0.0107 3.4713
H -1.7664 -0.7300 3.1467

***

Entry 4:
79
Properties=species:S:1:pos:R:3 method="wB97M-V/def2-TZVPD" homo_energy_ev="-18.441 / -19.000" total_energy_ha=-4640.42762 s2=6.3972 total_charge=+4 spin_multiplicity=5 lumo_energy_ev="-14.6 / -14.0"
C -0.3240 7.2503 -3.6744
C -0.5007 5.8656 -3.9176
C -0.8125 5.4830 -5.2459
C -0.9272 6.4721 -6.2274
N -0.7596 7.7863 -5.9974
C -0.4637 8.1487 -4.7368
C -0.3712 4.9049 -2.8774
C -0.2594 4.0746 -1.9783
C -0.1298 3.1134 -0.9374
C 0.9359 3.1882 -0.0048
C 1.0579 2.2394 1.0153
C 0.1306 1.1801 1.1559
C -0.9303 1.1129 0.2223
C -1.0629 2.0537 -0.8038
Os 0.3133 -0.1752 2.6235
P 2.2038 -1.0812 1.6008
H -0.9603 4.4277 -5.4934
H -0.0819 7.6051 -2.6684
H -1.1686 6.1887 -7.2612
H -0.3291 9.2251 -4.5616
H -1.8904 1.9820 -1.5173
H 1.6634 4.0016 -0.0944
H -1.6691 0.3063 0.2972
H 1.8937 2.3265 1.7195
C 2.5000 -2.7436 2.3811
C 3.4837 -3.7225 1.7283
H 1.4940 -3.1985 2.4331
H 2.7697 -2.5090 3.4272
H 3.7258 -4.5330 2.4387
H 3.0497 -4.1921 0.8289
H 4.4300 -3.2384 1.4390
C 2.0988 -1.3475 -0.2365
C 3.1725 -0.7269 -1.1396
H 1.1014 -0.9654 -0.5179
H 2.0359 -2.4428 -0.3747
H 2.9134 -0.9029 -2.1988
H 3.2362 0.3650 -0.9943
H 4.1735 -1.1523 -0.9645
C 3.6997 -0.0185 1.9022
C 5.0891 -0.6681 1.8726
H 3.5101 0.4160 2.8995
H 3.6232 0.8083 1.1706
H 5.8620 0.1062 2.0253
H 5.1969 -1.4030 2.6880
H 5.3056 -1.1750 0.9183
Br 0.5449 -1.8937 4.4841
P -2.3683 -3.7692 -1.7195
C -0.4907 -3.8158 -1.5822
C 0.1130 -5.2194 -1.7321
H -0.1794 -3.3460 -0.6281
H -0.1099 -3.1662 -2.3928
H 1.1842 -5.1625 -1.9975
H 0.0311 -5.8036 -0.7994
H -0.4061 -5.7877 -2.5239
C -2.8469 -3.4383 0.0674
C -4.2584 -3.9092 0.4412
H -2.7725 -2.3414 0.1965
H -2.0928 -3.8918 0.7410
H -4.3392 -4.0864 1.5288
H -5.0176 -3.1574 0.1611
H -4.5179 -4.8543 -0.0668
C -2.5668 -2.0120 -2.3559
C -2.8324 -1.9401 -3.8651
H -1.6742 -1.4145 -2.0835
H -3.4213 -1.5791 -1.8021
H -3.3132 -0.9834 -4.1375
H -1.8962 -2.0157 -4.4471
H -3.4942 -2.7618 -4.1910
C -3.6189 1.2388 4.9798
N -2.2705 1.2094 5.4932
C -1.1781 0.8657 4.7582
N 0.0442 0.8980 5.3481
O -1.2602 0.6006 3.5554
H -3.6666 0.9428 3.9126
H -4.0272 2.2650 5.0913
H -4.2419 0.5390 5.5755
H -2.1409 1.4639 6.4859
H 0.9039 0.7413 4.8018
H 0.1501 1.1459 6.3428

***

Entry 5:
19
Properties=species:S:1:pos:R:3 method="wB97M-V/def2-TZVPD" homo_energy_ev=-8.568 total_energy_ha=-721.24139 de_lowest_kj_mol=596.5 lumo_energy_ev=0.3
C -1.9020 -0.5852 1.5402
C -0.3738 -0.7823 1.0833
C 0.2420 -2.2431 0.5551
C 1.0112 1.0458 -0.0487
H -2.6275 -1.2061 0.9139
H -2.0604 0.4935 1.5153
H -2.2805 -1.0935 2.4596
H 0.1326 -0.4622 2.0759
H 0.5198 -2.8923 1.5862
H -0.5892 -2.6947 -0.2086
H 1.2404 -1.9457 -0.3923
H -1.6839 0.5961 -1.3728
H 0.5552 2.6155 1.2963
H 2.2633 1.9314 0.8042
H 0.9203 0.8956 -1.9772
N -0.1451 0.2175 0.0605
N 1.3026 1.5706 1.0405
N 1.6142 1.3549 -1.1522
S -0.6035 -0.1781 -1.5701

***

Entry 6:
5
Properties=species:S:1:pos:R:3 method="wB97M-V/def2-TZVPD" homo_energy_ev="-9.953 / -10.574" total_energy_ha=-517.43077 s2=2.0141 de_lowest_kj_mol=59.3 spin_multiplicity=3 lumo_energy_ev="0.8 / -3.8"
O -0.1547 1.6905 -0.8010
F -1.4910 2.5949 -1.0973
P -0.6806 0.3763 -0.0763
H 0.3664 0.0918 0.8960
H -0.0617 -0.6690 -0.8714

***

Entry 7:
19
Properties=species:S:1:pos:R:3 method="wB97M-V/def2-TZVPD" homo_energy_ev=-8.682 total_energy_ha=-725.17187 de_lowest_kj_mol=401.7 lumo_energy_ev=0.5
C -0.0407 -2.0680 0.5459
C -1.1045 -1.0026 0.2317
C -0.6021 0.3619 -0.2970
C -0.9099 1.4956 0.5904
S 0.5102 1.5641 1.6179
C 1.8503 1.4109 0.3689
N -0.4258 0.6888 -1.5973
O -0.3793 -0.3302 -2.5975
H 0.0145 -2.1821 1.6218
H 0.9201 -1.7922 0.0225
H -0.2583 -3.1648 0.1853
H -1.9317 -0.9206 0.9675
H -1.6234 -1.3828 -0.7364
H -1.7420 1.4078 1.2150
H -1.0219 2.4680 0.1016
H 1.4716 1.8025 -0.6381
H 2.1393 0.3628 0.2483
H 2.6753 2.0656 0.7241
H 0.4582 -0.7848 -2.5745

***

Entry 8:
190
Properties=species:S:1:pos:R:3 method="wB97M-V/def2-TZVPD" homo_energy_ev=-16.707 total_energy_ha=-6876.52720 total_charge=+5 lumo_energy_ev=-10.4
C 25.1653 -4.2998 6.0363
C 24.0590 -3.5739 6.8114
C 24.5260 -2.7772 8.0432
C 25.7812 -1.8994 7.7972
N 26.2465 -1.1982 9.0792
C 25.1831 -0.3131 9.7022
C 24.6440 -1.1141 10.8803
C 25.8518 -1.9407 11.4124
C 26.6742 -2.1766 10.1489
C 27.4696 -0.3653 8.7451
H 24.7555 -4.8913 5.2193
H 25.6593 -5.0318 6.6816
H 25.9475 -3.6621 5.6228
H 23.3236 -4.2674 7.2233
H 23.4381 -2.9735 6.1429
H 24.8431 -3.5382 8.7568
H 23.7269 -2.1045 8.3487
H 25.6144 -1.1048 7.0710
H 26.5841 -2.5516 7.4577
H 25.6763 0.5990 10.0335
H 24.3941 -0.0657 8.9954
H 24.2479 -0.4432 11.6411
H 23.8572 -1.7599 10.4948
H 26.4024 -1.3003 12.0973
H 25.3811 -2.8502 11.7738
H 27.7299 -2.0136 10.3766
H 26.7066 -3.2195 9.8356
H 28.1973 -1.0691 8.3530
H 27.7835 0.1661 9.6417
H 27.1869 0.3692 7.9901
C 36.6986 7.1039 4.8526
C 35.9978 7.2809 6.1964
N 35.6950 6.0636 6.9136
C 36.4420 5.4943 7.9260
C 35.7025 4.4782 8.4524
N 34.5095 4.4299 7.7693
C 34.5375 5.3864 6.8290
C 33.4657 3.4121 7.9173
H 36.2955 6.2250 4.3442
H 37.7740 6.9391 4.9250
H 36.5852 7.9610 4.1923
H 35.1017 7.8961 6.0936
H 36.6065 7.9314 6.8297
H 37.3794 5.9873 8.1319
H 36.0464 3.6484 9.0485
H 33.6778 5.6628 6.2389
H 32.5662 3.8043 8.3877
H 33.8371 2.5634 8.4837
H 33.2160 3.0772 6.9103
C 36.1792 1.3774 6.0431
C 35.5987 -0.0147 5.9637
N 34.1281 0.0637 5.9635
C 33.2573 0.1948 4.9021
C 31.9843 0.1692 5.3111
N 32.0312 0.0446 6.6993
C 33.3363 -0.0056 7.0377
C 30.9104 -0.2877 7.5864
H 35.7495 1.8358 6.9444
H 35.9019 2.0226 5.2104
H 37.2478 1.4308 6.2424
H 35.9786 -0.6670 6.7460
H 35.8082 -0.4967 5.0075
H 33.7145 0.2415 3.9240
H 31.0130 0.2565 4.8555
H 33.6721 -0.0934 8.0596
H 30.4917 0.6763 7.8882
H 31.2746 -0.7132 8.5198
H 30.1641 -0.8846 7.0745
C 29.5819 -1.1083 16.4892
C 29.9614 -0.0016 15.5293
N 31.4189 0.2422 15.4934
C 32.0481 1.3347 16.0074
C 33.3879 1.1174 15.8042
N 33.5387 -0.1273 15.2666
C 32.3158 -0.6522 15.0760
C 34.7834 -0.7835 14.9374
H 30.1036 -2.0051 16.1486
H 28.5186 -1.3200 16.5177
H 29.9359 -0.9231 17.5049
H 29.5103 0.9793 15.6758
H 29.6648 -0.2956 14.5209
H 31.4559 2.1769 16.3182
H 34.2413 1.7717 15.8199
H 32.0712 -1.5710 14.5645
H 35.0337 -1.5770 15.6413
H 35.5901 -0.0602 15.0545
H 34.7887 -1.1918 13.9300
C 23.6112 2.6039 11.4252
C 23.9511 3.8369 10.6122
N 24.9226 3.5541 9.5390
C 24.6223 2.7496 8.4707
C 25.6653 2.7690 7.6273
N 26.6536 3.5136 8.2161
C 26.1682 4.0322 9.3674
C 27.9658 3.8498 7.6841
H 22.8871 2.8827 12.1919
H 24.4338 2.0525 11.8860
H 23.0630 1.8132 10.8972
H 24.2033 4.6476 11.2999
H 23.0516 4.1959 10.1108
H 23.6599 2.2672 8.4441
H 25.8435 2.4273 6.6204
H 26.7142 4.6251 10.0768
H 28.6980 3.0674 7.8889
H 28.2794 4.7998 8.1047
H 27.9040 3.9083 6.5980
C 29.4200 4.8873 15.3820
C 29.7473 6.3845 15.2561
N 29.6235 6.9658 13.9444
C 30.1694 8.1849 13.5479
C 29.7952 8.3590 12.2521
N 29.0569 7.2676 11.8474
C 29.0049 6.4366 12.8963
C 28.4785 7.0948 10.5438
H 28.3646 4.7199 15.1769
H 29.6315 4.6228 16.4160
H 30.0713 4.3528 14.6867
H 30.7398 6.5336 15.6880
H 29.1401 6.9616 15.9592
H 30.7444 8.7609 14.2528
H 30.0958 9.1267 11.5581
H 28.5145 5.4711 12.8410
H 28.4239 6.0321 10.3294
H 29.0987 7.6743 9.8556
H 27.5264 7.6227 10.4504
C 33.6779 5.3279 14.9855
C 34.6409 5.1143 13.8400
N 34.0465 5.5632 12.5670
C 32.9146 5.0416 12.0136
C 32.5877 5.7129 10.8943
N 33.5620 6.7005 10.7677
C 34.4137 6.6013 11.7879
C 33.6567 7.6587 9.6531
H 32.7977 4.7014 14.8091
H 33.3676 6.3697 15.0376
H 34.0883 4.9853 15.9333
H 35.0124 4.0950 13.7510
H 35.5073 5.7639 13.9774
H 32.4897 4.1525 12.4592
H 31.8115 5.6090 10.1583
H 35.3436 7.1341 11.9150
H 33.8174 7.1192 8.7182
H 34.5315 8.2556 9.9038
H 32.7711 8.2861 9.6051
C 23.4740 -2.6720 14.7229
C 24.8910 -2.4471 15.1640
N 25.0433 -1.0629 15.5998
C 25.6807 -0.6104 16.7210
C 25.5874 0.7490 16.7572
N 24.9292 1.1144 15.6151
C 24.7210 0.0518 14.8712
C 24.5969 2.5163 15.2465
H 23.1837 -2.1298 13.8215
H 22.7051 -2.3849 15.4461
H 23.2695 -3.7403 14.6286
H 25.5846 -2.6514 14.3454
H 25.1626 -3.1109 15.9831
H 26.0302 -1.2878 17.4828
H 25.9690 1.4253 17.5013
H 24.2568 0.0241 13.9016
H 24.2897 3.0028 16.1678
H 23.7709 2.4552 14.5449
H 25.4827 2.9928 14.8366
N 24.3831 5.9032 15.2276
S 25.2375 6.8340 14.1330
O 25.6271 8.1247 14.6146
O 25.0017 6.6713 12.7130
F 26.6143 6.0208 14.4243
S 23.0563 5.8845 14.4858
O 22.9733 4.8775 13.4289
O 22.4770 7.1867 14.3016
F 22.0634 5.2131 15.5433
N 28.7749 3.5044 11.4148
S 29.9721 2.3990 11.3724
O 29.9145 1.2676 10.4665
O 30.6846 2.2442 12.6035
F 30.9172 3.2790 10.3876
S 27.7862 2.6655 12.2471
O 28.0762 2.2783 13.6069
O 27.0915 1.7049 11.4100
F 26.6667 3.7660 12.5916
N 30.4522 -2.6034 13.3760
S 29.2376 -3.7329 13.2038
O 29.7371 -4.9366 12.6104
O 27.9392 -3.2143 12.8627
F 29.1202 -4.1607 14.7349
S 30.1814 -1.7917 12.0752
O 29.2024 -0.7312 12.1610
O 30.3417 -2.4749 10.7969
F 31.5451 -0.9051 12.1755